(1)
A structure of composition C18H19CeNO4S2Se in a non-equilibrium geometry, computed with ωB97M-V/def2-TZVPD.

CARTESIAN COORDINATES (ANGSTROEM)
1 N 4.74235 -0.39105 -2.18058
2 H -2.32950 -3.65914 -2.89480
3 C -1.54086 2.05753 -1.44062
4 C 1.54020 2.52821 1.92977
5 O 1.05741 -1.31517 -1.58143
6 O 1.29218 -1.03155 1.71135
7 S 1.08798 3.13354 -0.72610
8 C -1.99966 -5.35923 0.04911
9 C -0.92011 3.62400 2.75003
10 C 0.70777 3.20473 1.00272
11 C -0.93348 -3.15659 -1.33097
12 H -2.49310 -0.90161 -1.74557
13 C -0.55825 3.21462 -1.60576
14 H -2.48673 -6.19312 0.55329
15 C -0.91972 -4.66622 0.56448
16 H -3.32070 -5.56700 -1.64713
17 Ce 2.54427 -0.27045 -0.38864
18 H -1.93819 0.87335 -3.27608
19 C 5.02718 0.49827 -1.42100
20 O 3.54527 -1.29521 1.56653
21 C -1.95397 -3.91760 -1.89078
22 C -0.16162 2.82676 3.61954
23 H -1.22311 -0.39509 -0.55319
24 H 2.55787 2.22146 1.62858
25 C -0.37896 -3.55717 -0.09730
26 H -1.49954 1.75113 -0.39936
27 H 1.71924 1.85488 3.90225
28 H -0.96447 4.50058 0.77287
29 H -1.89420 4.01023 3.05819
30 H 2.45350 -1.91615 3.20009
31 H -1.00821 4.16369 -1.22989
32 C 2.42527 -1.42852 2.20403
33 C -0.43868 3.86080 1.45023
34 H -0.29479 0.89933 -2.75757
35 C -1.32566 0.85493 -2.34742
36 C -1.47020 -0.49460 -1.62854
37 H 0.40968 -2.98301 0.35244
38 H -0.23579 3.35623 -2.64261
39 H -0.52440 -4.95534 1.54917
40 Se 5.09347 1.80818 -0.14914
41 H -2.59952 2.44224 -1.49464
42 C 1.07317 2.37274 3.21473
43 O 1.49855 1.58750 -0.78988
44 C -2.50357 -4.99198 -1.20441
45 S -0.32147 -1.78713 -2.25948
46 H -0.53691 2.58794 4.60349

Summary:
Net charge ... +1
LUMO (spin up / spin down) ... -2.88 / -2.86 eV
Expectation value of S² ... 0.751
Energy above the lowest of the compared OMol25 structures with the same formula, charge and spin ... 0.0 kJ/mol
Gap between HOMO and LUMO (spin up / spin down) ... 7.800 / 7.815 eV
Multiplicity ... 2

=====

(2)
A cluster of 2 separate species, C2H6O2 in total, computed with ωB97M-V/def2-TZVPD.

CARTESIAN COORDINATES (ANGSTROEM)
1 H 0.04072 2.66761 -0.47368
2 H -0.07867 1.40746 0.96166
3 H -0.71620 0.98004 -1.97862
4 H 1.28994 -0.85925 1.82712
5 O 1.21833 -1.53559 1.14826
6 O -0.87665 -0.52802 -0.64441
7 C -0.57609 0.76183 -0.93963
8 H -0.30224 -0.81302 0.08199
9 H 2.00383 -2.08255 1.15643
10 C -0.16912 1.68040 -0.07090

Summary:
Net charge ... 0
LUMO ... 0.55 eV
Energy above the lowest of the compared OMol25 structures with the same formula, charge and spin ... 84.2 kJ/mol
Gap between HOMO and LUMO ... 9.458 eV
SMILES ... C=CO.O

=====

(3)
A structure of composition C20H17N7O2SV, computed with ωB97M-V/def2-TZVPD.

CARTESIAN COORDINATES (ANGSTROEM)
1 H -0.90373 -1.59700 2.97696
2 N 1.23760 2.52258 -0.19951
3 V 0.00725 -0.21397 0.66072
4 C -0.65714 1.71386 2.74095
5 C 0.22647 4.04415 1.94447
6 C -1.03507 -0.55685 3.25860
7 C 0.67163 -4.43316 0.12316
8 H -5.07320 -3.47576 -0.46223
9 H -0.30551 4.60582 1.16711
10 O -4.80999 -5.72269 -0.12883
11 H -2.00221 -0.99426 5.11895
12 C -2.29246 -1.53079 -0.11593
13 C -1.78046 1.12515 4.76745
14 H -5.56256 -0.93572 -0.73179
15 H 1.46730 3.50694 -0.10133
16 N -3.62829 -5.58769 -0.28477
17 H 2.95597 1.58421 -2.77441
18 C -1.70277 -3.91138 -0.06631
19 H -1.34510 3.15500 4.15877
20 H -2.26473 1.77266 -0.34796
21 C 0.95505 -3.08655 0.24900
22 H 1.48282 -5.14952 0.14218
23 C -4.02944 -3.20816 -0.34147
24 N 2.57998 2.19878 -2.05747
25 H 1.28877 4.30703 1.88809
26 N -0.56481 0.38645 2.41298
27 O -2.81497 -6.45920 -0.49858
28 C -4.01545 0.54308 -0.57665
29 N 0.46722 1.89797 0.75503
30 H 1.97162 -2.73776 0.38520
31 H 2.88094 3.16928 -2.11049
32 C -1.65127 -0.21799 4.45082
33 C -4.50812 -0.75044 -0.55293
34 C -3.10964 -4.18693 -0.22587
35 H -4.66458 1.38286 -0.78717
36 N -0.02957 -2.15991 0.22037
37 H -0.12964 4.39063 2.90972
38 C -3.63159 -1.83292 -0.31922
39 C 1.77443 1.74809 -1.14492
40 C -0.63730 -4.85741 -0.02408
41 N -1.81510 -0.24161 -0.08726
42 S 1.32140 0.04635 -1.12977
43 C -2.67080 0.77058 -0.33341
44 C -1.33888 -2.57122 0.03186
45 C -1.26517 2.10742 3.89898
46 C 0.02324 2.58553 1.75967
47 H -2.26333 1.42414 5.69183
48 H -0.85662 -5.91120 -0.12368

Summary:
Net charge ... +4
LUMO (spin up / spin down) ... -15.83 / -15.11 eV
Expectation value of S² ... 0.784
Energy above the lowest of the compared OMol25 structures with the same formula, charge and spin ... 27.0 kJ/mol
Gap between HOMO and LUMO (spin up / spin down) ... 5.171 / 5.900 eV
Multiplicity ... 2

=====

(4)
A cluster of 9 separate species, C18H54O18 in total in a non-equilibrium geometry, computed with ωB97M-V/def2-TZVPD.

CARTESIAN COORDINATES (ANGSTROEM)
1 C -2.13816 5.70098 -2.72500
2 H 0.00104 -2.48833 -0.35345
3 H 1.49486 -1.49066 2.72518
4 H -2.90768 -1.12693 -2.28258
5 H -1.09830 -5.51160 4.18469
6 H 2.11429 -3.43900 -2.28246
7 H 3.83278 -0.81877 -2.08812
8 O -0.98255 0.20219 2.49241
9 O -2.47017 -5.72038 2.69900
10 C 3.43460 -1.82204 2.08768
11 C -2.33291 -0.16248 2.82463
12 H -0.38336 -0.98961 -2.30474
13 H 4.46199 -0.67122 0.86260
14 C 2.84034 2.20982 -2.58921
15 H 1.11772 -0.81984 -1.35183
16 H 4.73703 -4.57451 -1.25047
17 H -0.30308 -6.83660 1.73658
18 H 4.12203 3.69339 -2.55037
19 C -1.23379 3.46757 4.34673
20 O 0.40959 1.10443 0.07687
21 H -0.30348 5.29596 3.70341
22 H 4.63268 1.20520 -3.05612
23 H -2.74355 0.73290 3.32067
24 H 0.53362 5.50604 -1.41001
25 H 1.93718 2.13642 -1.99744
26 H 3.90058 -1.60733 3.06108
27 O 0.38616 -6.28222 2.12654
28 H 2.94839 0.66290 1.57964
29 H -0.46923 0.15862 3.30397
30 H -0.38892 -4.45616 1.36405
31 O -0.92774 4.28284 2.09144
32 C -1.33023 -5.02449 3.23858
33 O 4.56761 -2.66306 -2.02583
34 H -1.14275 3.89908 -2.88612
35 H -3.80279 1.65636 -3.41452
36 O -3.77119 1.46346 -2.47158
37 H 0.66288 3.87261 3.32336
38 O -2.28371 6.84021 -1.88238
39 C -4.56191 0.27751 -2.28623
40 O 0.21768 5.34082 -2.30145
41 C -0.36210 4.25044 3.39701
42 H -2.98885 -5.10487 2.17099
43 H 1.72150 -1.06457 0.99539
44 C -3.85138 -0.95507 -2.80856
45 C -1.07189 4.77018 -2.21754
46 H -2.94430 4.22367 3.89707
47 H -4.49589 -1.82918 -2.65064
48 C 3.57811 0.93569 -2.90456
49 C -3.21340 -0.50035 1.66204
50 H 2.64284 2.65272 -3.57558
51 H -3.16333 0.34133 0.95976
52 H -0.90755 3.39824 1.70468
53 H 0.61588 -4.38354 2.69932
54 H -4.21500 -0.59852 2.07554
55 H -4.73690 0.09288 -1.22537
56 H -0.55442 1.34479 -1.70924
57 C -0.47103 0.59444 -0.93175
58 H 3.24652 0.43651 -3.82325
59 C 2.72980 -4.06274 -1.61678
60 O -2.42479 4.11417 4.70220
61 H -1.46124 0.42167 -0.48805
62 C 4.16138 -4.06087 -2.02644
63 O -3.67584 -0.77982 -4.20451
64 H 2.28341 -5.05700 -1.68261
65 O 3.69917 3.12271 -1.90719
66 H -2.29286 -0.97206 3.55890
67 O -2.80960 -1.72247 1.05502
68 H 3.16483 -2.81181 -0.18112
69 C 2.14908 -1.01376 1.99573
70 H -2.99983 -1.39324 -4.50420
71 C -0.18957 -5.01184 2.29117
72 H 0.17905 0.78147 0.95934
73 H 5.52169 -2.63313 -2.14232
74 H -0.68249 3.24695 5.26185
75 O 2.33432 0.36796 2.26283
76 O 3.47330 0.03022 -1.78049
77 H 4.37295 -4.45238 -3.02380
78 H -1.47558 2.51458 3.85465
79 H -1.90359 7.62098 -2.28458
80 H -3.11681 5.23231 -2.85511
81 O 4.39156 -1.61482 1.04726
82 O 2.60800 -3.61603 -0.25277
83 C 0.03384 -0.75112 -1.30457
84 O -0.58126 -1.71432 -0.44191
85 H -1.98834 -1.59271 0.54539
86 H -5.49098 0.39538 -2.85524
87 H -1.62174 -3.98837 3.46502
88 H -1.29567 4.43626 -1.20215
89 H 3.15935 -2.87693 2.13521
90 H -1.85786 6.03188 -3.73526

Summary:
Net charge ... 0
LUMO ... 0.32 eV
Energy above the lowest of the compared OMol25 structures with the same formula, charge and spin ... 86.8 kJ/mol
Gap between HOMO and LUMO ... 10.119 eV
SMILES ... OCCO.OCCO.OCCO.OCCO.OCCO.OCCO.OCCO.OCCO.OCCO

=====

(5)
An isolated molecule of C5H11N in a non-equilibrium geometry, computed with ωB97M-V/def2-TZVPD.

CARTESIAN COORDINATES (ANGSTROEM)
1 C -2.87529 -0.51324 -0.25645
2 C 0.02634 0.51176 0.43398
3 C 2.53509 0.45790 -0.57430
4 H -0.60515 1.34138 0.11073
5 H 0.57429 0.82950 1.32834
6 H -0.20800 -1.48746 1.30014
7 H 3.12205 -0.33974 -1.02679
8 H -2.95108 0.09732 -1.16908
9 H -3.67674 -0.38268 0.49604
10 H 2.75853 0.51498 0.48507
11 C -0.82706 -0.63051 1.00297
12 N -1.79521 -1.09738 0.02588
13 H 2.60108 1.37717 -1.14965
14 H 0.80673 -0.98324 -0.75415
15 H 0.74011 0.55234 -1.59176
16 H -1.23142 -0.32791 1.97869
17 C 1.00573 0.07979 -0.63964

Summary:
Net charge ... 0
LUMO ... 0.47 eV
Energy above the lowest of the compared OMol25 structures with the same formula, charge and spin ... 292.4 kJ/mol
Gap between HOMO and LUMO ... 8.562 eV
SMILES ... C=NCCCC

=====

(6)
An isolated molecule of C12H16N2O in a non-equilibrium geometry, computed with ωB97M-V/def2-TZVPD.

CARTESIAN COORDINATES (ANGSTROEM)
1 H -0.24311 0.25444 -2.71013
2 C -0.79399 0.24038 2.01757
3 C 0.90953 0.59132 0.28421
4 N 2.16318 1.18739 0.21152
5 H -3.14516 -0.93524 2.58430
6 H 2.76937 -0.38966 -1.08796
7 H -2.20533 -0.32860 -2.30495
8 H 1.31273 0.98744 -2.42511
9 H -0.22811 -2.40954 -0.20746
10 C -2.83790 -0.98315 1.61491
11 H -2.05131 1.08596 -1.40786
12 H -1.16535 0.31334 3.11166
13 C -1.71505 -0.40636 1.14041
14 H -3.45754 -1.62412 0.86423
15 C -1.21750 -0.50672 -0.41575
16 C 0.25742 0.07654 -0.77084
17 H -2.11338 -2.48743 -0.29578
18 C 0.67293 0.07047 -2.21491
19 H 1.17766 -0.72305 -2.59903
20 H -1.07150 -2.40957 -1.66898
21 C 0.39285 0.76944 1.64521
22 H -3.17708 -0.28978 -0.74818
23 H 3.17027 2.41481 1.56016
24 N 2.42464 1.64521 1.50457
25 H 3.84747 1.13560 -1.08246
26 C -1.14211 -2.04881 -0.69788
27 C 3.28229 0.45714 -0.46695
28 H 4.01122 0.00924 0.29858
29 O 1.17320 2.47951 3.25867
30 C 1.28432 1.75816 2.27884
31 C -2.28468 0.06565 -1.27063

Summary:
Net charge ... 0
LUMO (spin up / spin down) ... -0.27 / -0.27 eV
Energy above the lowest of the compared OMol25 structures with the same formula, charge and spin ... 439.5 kJ/mol
Gap between HOMO and LUMO (spin up / spin down) ... 7.157 / 7.159 eV
SMILES ... C=C1C=c2c(=O)[nH]n(C)c2=C(C)C1(C)C

=====

The highest net charge belongs to which entry? C20H17N7O2SV